C32H22F5N4ORuS3 | ωB97M-V/def2-TZVPD

Structure (ORCA input):
```
! wB97M-V def2-TZVPD RIJCOSX def2/J DEFGRID3
* xyz 0 2
Ru 0.00 0.31 0.21
C -0.40 -3.90 -1.05
C -0.80 -2.48 -0.73
N 0.01 -1.76 0.00
N 1.02 -2.49 0.65
C 1.87 -1.80 1.32
S 1.95 -0.07 1.41
S 3.09 -2.68 2.25
C 1.95 -3.72 3.24
C 1.20 -2.90 4.25
C 1.73 -2.67 5.52
C 1.03 -1.91 6.45
C -0.21 -1.38 6.12
C -0.73 -1.58 4.85
C -0.03 -2.34 3.92
C -2.10 -1.99 -1.17
C -3.06 -2.95 -1.59
C -4.32 -2.60 -1.97
C -4.69 -1.24 -1.97
C -3.79 -0.29 -1.59
C -2.49 -0.63 -1.16
O -1.70 0.35 -0.81
H 0.68 -3.97 -1.09
H -0.83 -4.21 -1.99
H -0.74 -4.58 -0.26
H 2.60 -4.46 3.72
H 1.28 -4.21 2.54
H 2.70 -3.08 5.78
H 1.45 -1.74 7.43
H -0.77 -0.80 6.85
H -1.69 -1.15 4.58
H -0.44 -2.50 2.93
H -2.80 -3.99 -1.56
H -5.03 -3.36 -2.25
H -5.68 -0.95 -2.29
H -4.05 0.76 -1.59
F 1.58 3.41 0.16
C 0.50 3.36 0.95
C -0.23 2.18 1.04
C -1.32 2.21 1.89
F -2.02 1.06 2.05
C -1.71 3.33 2.60
F -2.78 3.31 3.40
C -0.96 4.48 2.48
F -1.29 5.57 3.17
C 0.15 4.50 1.65
F 0.87 5.62 1.54
S 3.26 1.81 -5.26
C 2.35 1.32 -3.81
C 2.83 0.33 -2.96
C 2.11 0.01 -1.83
N 0.97 0.64 -1.52
C 0.49 1.58 -2.33
C 1.15 1.95 -3.49
C 2.57 0.60 -6.39
C 1.42 0.89 -7.11
C 0.94 -0.07 -7.99
N 1.52 -1.25 -8.18
C 2.63 -1.51 -7.48
C 3.19 -0.62 -6.58
H 3.75 -0.19 -3.19
H 2.45 -0.75 -1.14
H -0.44 2.04 -2.03
H 0.74 2.72 -4.13
H 0.92 1.84 -7.00
H 0.05 0.12 -8.57
H 3.08 -2.48 -7.66
H 4.10 -0.88 -6.04
*
```

Calculated values
Gap between HOMO and LUMO (spin up / spin down) (Eh): 0.2712 / 0.2381
Expectation value of S²: 0.76


C32H23BF4NO7PSSn | ωB97M-V/def2-TZVPD

Structure (ORCA input):
```
! wB97M-V def2-TZVPD RIJCOSX def2/J DEFGRID3
* xyz -2 1
Sn 1.44 -0.69 -1.21
O 1.73 2.09 -4.33
S 1.40 1.84 -2.95
O 2.54 1.43 -2.13
O 0.25 0.95 -2.76
C 0.89 3.42 -2.27
C 0.99 4.57 -3.04
C 0.60 5.79 -2.51
C 0.12 5.84 -1.21
C 0.02 4.69 -0.45
C 0.41 3.46 -0.98
P 0.28 1.83 -0.07
C -1.54 1.91 0.07
C -2.27 2.16 -1.09
C -3.65 2.16 -1.05
C -4.32 1.89 0.14
C -3.59 1.61 1.28
C -2.21 1.62 1.25
C 0.92 2.46 1.52
C 2.25 2.10 1.75
C 2.93 2.57 2.86
C 2.28 3.40 3.76
C 0.95 3.73 3.57
C 0.27 3.26 2.45
H 1.37 4.47 -4.04
H 0.68 6.69 -3.10
H -0.19 6.79 -0.79
H -0.37 4.74 0.56
H -1.75 2.32 -2.02
H -4.22 2.36 -1.95
H -5.40 1.90 0.17
H -4.10 1.38 2.21
H -1.65 1.38 2.15
H 2.74 1.45 1.03
H 3.95 2.28 3.03
H 2.81 3.78 4.63
H 0.44 4.35 4.28
H -0.77 3.51 2.33
F 0.58 -3.18 -0.21
B 1.55 -3.45 0.76
F 0.99 -3.44 2.01
F 2.54 -2.45 0.66
F 2.12 -4.67 0.52
O -0.33 -0.40 3.13
C -0.53 -0.75 1.97
O 0.11 -0.34 0.96
C -1.71 -1.66 1.68
C -2.19 -1.86 0.39
C -3.29 -2.65 0.17
C -3.94 -3.25 1.26
C -3.46 -3.06 2.56
C -2.36 -2.27 2.76
N -5.11 -4.02 1.04
O -5.53 -4.15 -0.11
O -5.68 -4.52 2.02
H -1.67 -1.40 -0.44
H -3.67 -2.84 -0.82
H -3.98 -3.55 3.37
H -1.96 -2.10 3.74
C 2.10 -2.27 -2.87
C 2.76 -3.45 -2.75
C 3.87 -3.44 -1.85
C 4.45 -4.61 -1.43
C 4.10 -5.82 -2.01
C 3.10 -5.85 -2.98
C 2.43 -4.71 -3.34
H 4.17 -2.49 -1.42
H 5.21 -4.57 -0.67
H 4.60 -6.73 -1.70
H 2.82 -6.79 -3.43
H 1.64 -4.74 -4.08
*
```

Calculated values
Gap between HOMO and LUMO (spin up / spin down) (Eh): 0.1801 / 0.1942


no.,E_tot (eV),largest force on an atom (eV Å⁻¹)
1,-90222.7559,1.2
2,-86884.9666,2.2